Record 1
# C27H81N3O12

A cluster of 12 separate species, C27H81N3O12 in total at a distorted geometry (ωB97M-V/def2-TZVPD, the OMol25 dataset).

Structure (ORCA input):
```
! wB97M-V def2-TZVPD RIJCOSX def2/J DEFGRID3
* xyz 0 1
C -4.58127 -0.56347 -2.27621
C -3.24442 -0.76824 -2.97816
C -3.17053 -2.09872 -3.68941
O -2.97071 0.26404 -3.93203
H -4.73805 -1.38606 -1.57614
H -5.42051 -0.66817 -2.97346
H -4.67340 0.41970 -1.81845
H -2.44033 -0.66616 -2.24453
H -3.49426 -2.93208 -3.06101
H -2.15760 -2.35131 -4.00985
H -3.77740 -2.10838 -4.59883
H -3.57562 0.21715 -4.67967
C 5.21933 -2.84380 -0.24883
C 4.96931 -2.31597 -1.64273
C 3.95693 -1.17175 -1.74685
O 6.23604 -1.89361 -2.17360
H 5.58492 -2.01736 0.36773
H 5.95038 -3.65237 -0.22495
H 4.35079 -3.25386 0.27015
H 4.67031 -3.14601 -2.29666
H 4.29820 -0.35809 -1.10699
H 2.96807 -1.48381 -1.41416
H 3.89294 -0.89399 -2.79873
H 6.04884 -1.43769 -3.00014
C -4.56031 0.48908 3.17961
C -3.20131 -0.09737 2.82976
C -3.24441 -0.90779 1.53558
O -2.23124 0.93036 2.71249
H -5.35288 -0.26167 3.21454
H -4.84235 1.20661 2.40087
H -4.62116 1.04976 4.11342
H -2.88124 -0.72332 3.66535
H -3.45770 -0.34540 0.62689
H -4.00389 -1.69822 1.55348
H -2.31172 -1.47248 1.46225
H -2.48773 1.53869 1.98461
C 1.27708 3.95510 -2.35352
C 2.16502 4.85821 -1.48296
C 1.37608 5.63448 -0.44151
O 0.38446 6.51687 -0.92914
C 0.87144 7.53288 -1.75686
N 3.18108 4.00130 -0.85658
H 0.53374 4.53140 -2.91055
H 0.76554 3.26720 -1.67632
H 1.83074 3.40964 -3.11524
H 2.72077 5.57237 -2.09234
H 2.08247 6.15593 0.22730
H 0.89737 4.98146 0.29672
H 1.47601 7.28832 -2.63514
H 1.40683 8.28949 -1.16671
H 0.00660 8.05588 -2.17599
H 3.53673 4.53887 -0.05936
H 2.78947 3.22297 -0.32263
C -0.64510 2.69945 5.34869
C 0.21362 1.45568 5.21923
C -0.31479 0.29789 6.02935
O -0.43003 0.65606 7.40698
C -0.86298 -0.44109 8.16257
N 0.45052 1.11280 3.80061
H -1.51486 2.57685 4.69566
H -0.16788 3.63676 5.05606
H -0.97587 2.86487 6.37378
H 1.20218 1.70270 5.62505
H 0.37799 -0.55178 5.95654
H -1.28727 -0.07922 5.68522
H -1.65097 -1.09058 7.76447
H -1.17037 -0.09183 9.14699
H -0.03602 -1.14862 8.32564
H 0.70564 0.12049 3.70579
H -0.50156 1.09474 3.40983
C 0.13738 -8.19074 -2.30937
C -0.49972 -6.85427 -2.64487
C 0.33587 -5.60389 -2.48975
O 0.78175 -5.50414 -1.13740
C 1.46664 -4.29674 -0.92793
N -0.88292 -6.93115 -4.10105
H 0.88056 -8.40523 -3.07797
H -0.63880 -8.95807 -2.32407
H 0.57048 -8.22590 -1.31011
H -1.44988 -6.75239 -2.10954
H -0.29063 -4.72473 -2.67933
H 1.22024 -5.62536 -3.13272
H 0.83584 -3.41493 -1.08482
H 2.32702 -4.21349 -1.60481
H 1.90600 -4.28608 0.06820
H -1.56651 -6.18531 -4.21974
H -1.41457 -7.78967 -4.21048
C -1.72648 3.67320 0.81712
O -2.51864 2.52598 0.53703
H -1.06145 3.97366 0.00732
H -2.36124 4.53854 1.03385
H -1.14757 3.52985 1.73181
H -2.54565 2.44042 -0.43507
C -2.16408 3.51063 -2.89388
O -2.21109 2.25458 -2.21526
H -3.16175 3.93590 -3.01384
H -1.58724 4.20476 -2.28169
H -1.63665 3.44977 -3.84644
H -2.41999 1.58793 -2.90177
C 3.24012 1.28478 1.54160
O 2.10221 1.99366 1.06496
H 3.95739 1.33636 0.71881
H 3.67936 1.70123 2.44617
H 3.00021 0.22155 1.63683
H 1.47162 2.10057 1.79397
C 1.25774 -2.56472 2.36470
O 1.50989 -1.50098 3.28336
H 1.68983 -3.51534 2.68470
H 0.19272 -2.78486 2.26338
H 1.58088 -2.19507 1.38555
H 2.45713 -1.52537 3.45415
C -0.10358 -0.14712 -0.32683
O 1.17263 0.19729 -0.88151
H -0.85172 0.43756 -0.87675
H -0.32559 -1.20328 -0.47514
H -0.17147 0.15840 0.71970
H 1.48565 0.95684 -0.35968
C 0.09503 0.32882 -4.14168
O 1.37534 0.65680 -3.66599
H -0.14204 -0.71643 -3.89108
H -0.71339 0.94836 -3.74346
H 0.08488 0.35948 -5.23108
H 1.37862 0.58249 -2.69514
*
```

ΔE to the lowest compared entry with this formula, charge and spin (kcal/mol): 0.00
SMILES string: COC[C@H](C)N.COC[C@H](C)N.COC[C@H](C)N.CC(C)O.CC(C)O.CC(C)O.CO.CO.CO.CO.CO.CO
HOMO level (eV): -8.9
Largest force on an atom (eV Å⁻¹): 1.57
Energy (eV): -58349.3182



Record 2
# C27H81O36P9

A cluster of 9 separate species, C27H81O36P9 in total at a distorted geometry (ωB97M-V/def2-TZVPD, the OMol25 dataset).

Structure (ORCA input):
```
! wB97M-V def2-TZVPD RIJCOSX def2/J DEFGRID3
* xyz 0 1
C 3.27423 4.23432 -1.95839
O 4.03657 4.48839 -0.77642
P 4.79782 3.31934 -0.02860
O 4.10925 2.04571 0.00317
O 6.24506 3.28999 -0.63759
C 7.04027 4.45440 -0.79088
O 5.07133 3.95910 1.37067
C 3.96315 4.19637 2.29024
H 2.24044 4.49291 -1.75824
H 3.34743 3.19369 -2.28180
H 3.67170 4.84525 -2.76762
H 6.82581 5.26640 -0.09030
H 6.81536 4.92957 -1.75216
H 8.09471 4.20878 -0.73313
H 3.05763 4.35644 1.70057
H 4.17265 5.11197 2.82489
H 3.82524 3.27129 2.83385
C 3.28061 -4.06958 3.92745
O 2.02370 -3.42207 3.92952
P 1.62698 -2.49548 5.15850
O 1.27737 -3.20962 6.38260
O 0.47802 -1.61176 4.58369
C -0.81294 -2.09035 4.24335
O 2.80096 -1.45544 5.22260
C 3.96491 -1.56432 6.05576
H 3.88304 -3.89034 3.03764
H 3.12464 -5.14751 4.01931
H 3.92932 -3.79417 4.76119
H -0.85777 -2.20394 3.15910
H -1.58006 -1.38157 4.54713
H -1.05198 -3.04420 4.71667
H 4.77892 -1.98987 5.46508
H 3.82478 -2.26039 6.88623
H 4.23873 -0.57768 6.40978
C 5.29755 1.31085 4.28006
O 4.28036 1.55383 5.27132
P 4.17932 2.80321 6.20945
O 3.48161 3.99271 5.72711
O 5.67818 3.10270 6.57166
C 6.01997 3.84311 7.75270
O 3.54273 2.16106 7.50400
C 2.11961 1.93155 7.58840
H 5.83662 2.19850 3.97399
H 4.67810 0.91904 3.46396
H 5.88800 0.41743 4.48104
H 5.10897 4.21381 8.21472
H 6.68319 4.64822 7.44560
H 6.58285 3.19280 8.41940
H 1.68299 1.80217 6.59915
H 1.60213 2.71234 8.13725
H 2.05342 0.98359 8.11917
C -8.76639 1.88167 -1.41865
O -7.52890 2.42108 -1.89051
P -6.91528 1.88745 -3.25665
O -6.98451 0.43218 -3.36047
O -7.65440 2.66489 -4.40450
C -8.73342 2.04636 -5.13572
O -5.51692 2.56235 -3.28563
C -4.51062 2.16307 -2.31936
H -8.48935 1.19352 -0.62186
H -9.26039 1.30931 -2.20368
H -9.43575 2.65898 -1.06601
H -8.32371 1.79768 -6.11531
H -9.49821 2.79808 -5.30549
H -9.06843 1.15127 -4.62339
H -4.51660 2.91072 -1.54070
H -3.56923 2.07126 -2.85845
H -4.70967 1.12295 -2.04764
C -7.39252 -2.85447 -4.15542
O -6.11872 -2.57236 -3.61959
P -5.50369 -3.19895 -2.31860
O -4.46672 -2.38489 -1.71497
O -5.13494 -4.66708 -2.73203
C -5.90158 -5.84298 -2.55337
O -6.71775 -3.43224 -1.30965
C -7.33731 -2.29998 -0.69310
H -8.03153 -1.97641 -4.08464
H -7.85428 -3.72420 -3.67706
H -7.31690 -3.13048 -5.20951
H -5.30588 -6.62306 -2.07000
H -6.17457 -6.21866 -3.53879
H -6.75364 -5.72617 -1.88597
H -7.77187 -2.60612 0.25741
H -8.15131 -1.98779 -1.34815
H -6.62793 -1.50260 -0.48098
C 1.28828 0.05512 2.26069
O 0.28073 1.01405 1.85922
P -0.63509 0.74845 0.64579
O -1.16898 1.97164 0.05219
O -1.67160 -0.28506 1.22484
C -2.88078 -0.52812 0.46985
O 0.24671 -0.15844 -0.30323
C 0.00264 -0.12889 -1.71571
H 0.83384 -0.92682 2.31426
H 1.88046 0.32751 3.12795
H 1.99507 0.07004 1.42964
H -2.85708 -1.57561 0.16933
H -2.90317 0.06911 -0.43889
H -3.75152 -0.38851 1.10279
H 0.85963 -0.57501 -2.21688
H -0.16582 0.88883 -2.04778
H -0.83922 -0.80152 -1.90200
C -0.97308 3.79265 -5.26987
O -0.84935 4.36211 -3.98908
P -1.72510 5.61513 -3.58473
O -1.39332 6.85396 -4.26448
O -3.19061 5.04594 -3.79650
C -4.31491 5.92056 -3.62287
O -1.55267 5.73587 -2.02949
C -1.76793 4.54705 -1.25364
H -0.10940 3.91376 -5.91983
H -1.87824 4.08930 -5.80787
H -1.14087 2.71012 -5.18173
H -4.29590 6.71231 -4.36703
H -4.40724 6.31695 -2.61018
H -5.18419 5.27901 -3.76429
H -1.29031 3.67855 -1.68261
H -2.84774 4.39925 -1.13515
H -1.48311 4.70415 -0.21587
C 3.72358 -1.78279 0.92403
O 5.05296 -2.11889 0.51055
P 6.23787 -1.84507 1.53390
O 5.76581 -1.64355 2.90547
O 7.16212 -3.09331 1.26797
C 6.59746 -4.38632 1.42531
O 7.20764 -0.76728 0.94415
C 7.20564 0.63818 1.27179
H 3.02218 -1.72240 0.09163
H 3.66661 -0.89277 1.53279
H 3.26438 -2.61703 1.47122
H 6.89551 -5.07818 0.63841
H 5.50612 -4.36557 1.33994
H 6.87353 -4.79318 2.39677
H 7.63786 1.23805 0.47614
H 7.87614 0.78089 2.12139
H 6.19771 0.98402 1.49369
C -1.93799 -7.50557 -4.21768
O -2.03211 -6.10657 -3.99496
P -0.90175 -5.24349 -3.33308
O -1.26093 -4.56674 -2.10118
O 0.33904 -6.21712 -3.23820
C 1.60881 -5.98493 -3.83391
O -0.52148 -4.25009 -4.51903
C -0.45301 -2.84367 -4.27168
H -0.90428 -7.84471 -4.27096
H -2.35786 -7.78933 -5.18439
H -2.47578 -8.04056 -3.43585
H 1.76593 -6.60941 -4.71315
H 2.34881 -6.20671 -3.06626
H 1.78699 -4.95585 -4.14794
H -1.30942 -2.34700 -4.72058
H 0.45873 -2.45511 -4.73744
H -0.34759 -2.58828 -3.22001
*
```

ΔE to the lowest compared entry with this formula, charge and spin (kcal/mol): 41.54
SMILES string: COP(=O)(OC)OC.COP(=O)(OC)OC.COP(=O)(OC)OC.COP(=O)(OC)OC.COP(=O)(OC)OC.COP(=O)(OC)OC.COP(=O)(OC)OC.COP(=O)(OC)OC.COP(=O)(OC)OC
HOMO level (eV): -10.1
Largest force on an atom (eV Å⁻¹): 2.16
Energy (eV): -186642.1495



Record 3
# C27H83N19O12

A cluster of 12 separate species, C27H83N19O12 in total at a distorted geometry (ωB97M-V/def2-TZVPD, the OMol25 dataset).

Structure (ORCA input):
```
! wB97M-V def2-TZVPD RIJCOSX def2/J DEFGRID3
* xyz 0 1
C -5.39813 1.03818 2.04681
C -4.34138 0.45038 1.00149
C -3.99213 -0.96151 1.37174
O -5.20840 -1.68065 1.32843
C -5.23006 -3.00888 1.85360
N -4.87820 0.59748 -0.38483
H -5.63266 2.05323 1.72723
H -4.91441 0.96339 3.02780
H -6.30703 0.46294 1.86934
H -3.43068 1.04192 0.97445
H -3.59597 -1.10042 2.36060
H -3.26746 -1.37040 0.61667
H -4.39484 -3.63948 1.49868
H -6.18781 -3.37138 1.54205
H -5.02018 -2.99767 2.93017
H -5.82550 0.19687 -0.41852
H -4.33413 0.15301 -1.10607
C -1.85038 5.42237 2.51196
C -2.45951 3.99338 2.55802
C -1.34718 2.98755 2.73186
O -1.87424 1.72917 2.96136
C -1.09939 0.65278 3.49946
N -3.45972 4.03310 3.60204
H -1.46955 5.61956 3.51631
H -2.62462 6.13224 2.40735
H -1.01288 5.44063 1.82912
H -2.90025 3.62624 1.63077
H -0.63100 3.21115 3.55055
H -0.69085 2.95141 1.84402
H -1.77779 -0.18864 3.74460
H -0.57560 0.97298 4.40579
H -0.35072 0.33227 2.77706
H -3.87118 3.06299 3.55456
H -2.98680 4.05908 4.51013
C 1.39781 2.01987 -3.66834
C 1.53347 0.65262 -4.23468
C 2.55949 -0.31732 -3.55806
O 3.87103 0.29561 -3.46133
C 4.87530 -0.63021 -3.08332
N 0.31658 -0.09198 -4.32789
H 2.42258 2.42645 -3.44218
H 0.79571 2.14224 -2.74632
H 0.91977 2.68257 -4.42332
H 1.93392 0.83379 -5.26260
H 2.59717 -1.26890 -4.17210
H 2.28225 -0.66020 -2.55015
H 4.79488 -1.50153 -3.73449
H 4.83401 -0.91792 -2.01750
H 5.82375 -0.14840 -3.14877
H -0.17722 0.06691 -3.44152
H -0.31459 0.24193 -5.02602
C -2.84669 -7.41341 0.29037
C -2.93661 -7.10227 1.78242
C -1.90078 -6.03591 2.09102
O -2.02943 -4.94653 1.28676
C -1.10686 -3.83553 1.48691
N -4.21915 -6.72986 2.29746
H -1.79375 -7.44437 -0.04396
H -3.28921 -6.61292 -0.27772
H -3.36140 -8.36880 0.03643
H -2.51125 -7.87463 2.41145
H -0.87000 -6.44634 1.99960
H -1.95465 -5.66461 3.11089
H -1.01327 -3.64012 2.60870
H -1.52136 -2.90414 1.09051
H -0.13033 -4.10417 1.07981
H -4.58164 -5.98008 1.71560
H -4.81886 -7.55726 2.27122
C 8.32013 1.65899 0.57779
C 7.05907 0.96808 0.05293
C 5.97859 1.96835 -0.54190
O 5.57061 3.08484 0.23067
C 5.02953 2.59665 1.47005
N 7.33234 -0.00915 -0.99853
H 8.77890 2.06500 -0.36109
H 8.96418 0.82286 0.94500
H 8.00847 2.39561 1.31575
H 6.65981 0.47086 0.97491
H 5.12578 1.34210 -0.79519
H 6.47485 2.36911 -1.43223
H 4.11636 1.99700 1.29191
H 4.89310 3.40229 2.16719
H 5.77315 1.86790 1.79238
H 6.58473 -0.72140 -0.96861
H 8.23326 -0.39982 -0.90948
C 2.91910 -0.38765 3.48270
O 3.39552 0.47223 2.77917
N 2.26863 -1.51859 3.10630
N 2.89569 -0.20745 4.86078
H 1.68060 -2.03987 3.71595
H 1.87093 -1.25306 2.20390
H 3.76275 0.19400 5.13896
H 2.72632 -1.14210 5.25722
C 1.84606 4.68143 -0.24526
O 0.82073 4.68112 0.46650
N 3.01143 4.85004 0.38126
N 1.72889 4.78047 -1.60553
H 2.82029 4.72400 1.35643
H 3.97781 4.79403 0.03293
H 2.52706 4.51338 -2.12013
H 0.94446 4.29739 -1.98567
C -3.00496 -2.80765 -2.59614
O -2.83195 -1.77501 -1.89295
N -2.97192 -4.08724 -1.96630
N -3.33639 -2.78003 -3.92922
H -2.62939 -4.19624 -1.02402
H -2.54489 -4.78455 -2.58929
H -3.46983 -1.91398 -4.43604
H -3.44853 -3.67832 -4.35077
C -3.33969 0.44651 -4.69243
O -3.90253 -0.59793 -5.03394
N -3.30396 1.61804 -5.47789
N -2.60060 0.46672 -3.60475
H -3.20519 2.55760 -5.07275
H -3.74505 1.60246 -6.40980
H -2.71947 -0.32802 -2.96468
H -2.48620 1.31076 -3.07536
C -2.56223 3.47971 -1.27694
O -1.94583 2.43552 -1.55477
N -1.85507 4.64551 -1.02151
N -3.97928 3.61640 -1.23746
H -0.89357 4.56543 -0.69811
H -2.33597 5.42655 -0.62694
H -4.45840 2.74057 -1.34056
H -4.37087 4.33716 -0.64039
C 0.42215 -0.05526 -0.14197
O 0.87759 -1.13490 0.23569
N 0.86677 1.16471 0.12051
N -0.66710 0.00051 -1.01649
H 0.41459 1.99222 -0.22321
H 1.74111 1.34098 0.51341
H -1.20480 0.86449 -1.00962
H -1.23933 -0.82509 -1.01087
C 4.26488 -2.68970 -0.00832
O 5.11793 -3.37590 -0.52526
N 4.74815 -1.59366 0.66963
N 2.95991 -2.84863 -0.09632
H 4.27389 -1.23787 1.48567
H 5.71848 -1.85766 0.96901
H 2.27077 -2.10275 0.06281
H 2.63761 -3.28994 -0.96225
*
```

ΔE to the lowest compared entry with this formula, charge and spin (kcal/mol): 42.07
SMILES string: COC[C@H](C)N.COC[C@H](C)N.COC[C@H](C)N.COC[C@H](C)N.COC[C@H](C)N.NC(N)=O.NC(N)=O.NC(N)=O.NC(N)=O.NC(N)=O.NC(N)=O.NC(N)=O
HOMO level (eV): -8.9
Largest force on an atom (eV Å⁻¹): 3.79
Energy (eV): -82231.5539